Here is a molecular structure, C29H27F2N5O10PRuS3 from OMol25. Energies are from ωB97M-V/def2-TZVPD.

ΔE to the lowest compared entry with this formula, charge and spin ... 1.5396 eV
2S+1 ... 6
Frontier orbital gap (spin up / spin down) ... 6.22 / 6.74 eV
<S²> ... 8.767
Charge ... 0

Structure (XYZ):
```
78
Properties=species:S:1:pos:R:3:forces:R:3
Ru -0.5477 0.1752 0.4718 0.6 -1.4 -0.2
F -0.3705 -2.4857 5.1149 -0.1 0.2 0.0
C -0.6675 -1.3260 4.4983 -0.1 0.1 -0.5
C -0.7194 -1.2821 3.1094 0.1 -0.3 0.8
C -0.9340 -0.0719 2.4897 -0.8 0.5 1.6
C -1.2552 1.0963 3.2234 0.4 -1.4 1.0
C -1.2203 0.9785 4.6232 -0.1 0.1 -0.7
F -1.5097 2.0453 5.4009 0.0 0.0 0.1
C -0.9031 -0.1998 5.2675 0.0 -0.1 0.1
C -1.5559 2.2887 2.4637 -0.5 0.8 -1.3
C -1.7687 3.5765 2.9779 0.0 -0.3 0.2
C -2.0416 4.6224 2.1291 0.0 -0.2 -1.1
C -2.0930 4.3857 0.7430 -0.1 0.4 0.8
C -1.8751 3.1079 0.2880 -0.2 -0.1 0.1
N -1.6448 2.0798 1.1063 0.2 1.1 1.4
H -0.5437 -2.1873 2.5425 0.1 0.0 0.0
H -0.8446 -0.2356 6.3428 -0.1 0.0 0.1
H -1.7060 3.7479 4.0400 0.0 -0.1 0.0
H -2.2022 5.6186 2.5131 0.0 0.0 0.1
H -2.3073 5.1803 0.0484 0.0 0.1 -0.1
H -1.9020 2.8777 -0.7696 0.1 0.0 -0.1
O -5.2538 -3.6932 -0.5325 0.2 -0.4 -0.2
C -5.6691 -2.7610 0.2936 0.1 0.3 0.2
O -6.7690 -2.7645 0.7875 -0.2 0.0 0.0
C -4.7275 -1.6379 0.5876 0.1 0.1 -0.1
C -5.0819 -0.4918 1.2801 -0.1 -0.5 -0.2
N -4.0162 0.3231 1.2750 -0.1 -0.1 -0.1
N -2.9860 -0.2299 0.6358 0.3 -0.3 -0.4
C -3.3766 -1.4248 0.2196 -0.4 0.2 0.2
C -2.3569 -2.3164 -0.4420 -0.4 0.1 0.1
O -2.7370 -3.3149 -1.0604 -0.2 -0.2 0.0
O -1.1579 -1.9617 -0.2929 0.6 0.6 0.2
H -4.2858 -3.6051 -0.8078 -0.2 0.2 0.1
H -6.0135 -0.2584 1.7585 -0.1 0.1 0.0
H -3.9125 1.2292 1.7130 0.0 -0.2 -0.2
O 3.8107 -0.0397 -2.1976 0.1 -0.2 0.0
S 2.7991 -1.0710 -2.2174 0.5 0.0 0.3
O 2.2797 -1.3601 -3.5205 -0.2 -0.3 0.1
N 1.6495 -0.7042 -1.0922 0.4 -0.2 -0.8
C 1.8277 -1.4127 0.0097 0.4 -0.4 0.5
O 1.2307 -1.2020 1.0759 -0.3 -0.1 0.0
C 2.8330 -2.4929 -0.1104 0.3 -0.5 0.1
C 3.1617 -3.4355 0.8519 0.0 0.3 -0.2
C 4.1056 -4.3945 0.5188 0.1 -0.1 0.0
C 4.6996 -4.4125 -0.7376 -0.1 0.2 -0.1
C 4.3745 -3.4531 -1.6930 0.1 0.0 -0.2
C 3.4368 -2.5066 -1.3562 -0.5 0.4 0.4
H 2.6903 -3.4059 1.8233 0.0 0.0 0.0
H 4.3843 -5.1414 1.2466 0.0 -0.1 0.0
H 5.4254 -5.1746 -0.9806 0.0 0.0 0.0
H 4.8265 -3.4520 -2.6707 0.1 -0.1 -0.1
S 1.2492 1.9504 1.2841 0.6 -0.1 0.0
C 2.7676 2.0477 0.5585 -0.4 0.8 -0.5
N 2.9373 2.5667 -0.6711 0.3 -0.8 0.8
C 4.3120 2.6229 -1.1254 0.5 -0.1 -0.4
C 5.1645 2.7305 0.1318 -0.1 -0.1 0.2
S 4.2651 1.7507 1.3909 -0.2 0.2 -0.3
H 2.2131 2.3345 -1.3486 -0.3 0.2 0.1
H 4.4440 3.4962 -1.7688 0.1 0.0 0.1
H 4.5397 1.7107 -1.6909 0.0 0.4 0.2
H 5.2250 3.7551 0.5015 0.0 -0.1 0.0
H 6.1623 2.3238 0.0023 0.0 0.0 -0.1
C -2.7553 1.1206 -2.8790 -0.2 -0.1 0.0
O -1.4423 1.5570 -2.6083 0.4 0.3 0.2
P -0.3300 0.5270 -1.9510 -0.8 1.0 -2.5
O 0.9131 1.4771 -2.3327 0.0 0.0 0.1
C 1.2974 1.7091 -3.6918 0.1 0.1 -0.3
O -0.4317 -0.5466 -3.1184 0.1 0.5 0.3
C -0.4944 -1.9663 -3.1636 0.1 -0.7 -0.1
H -3.2127 1.8694 -3.5262 -0.1 -0.1 0.1
H -3.3244 1.0269 -1.9500 -0.1 0.0 0.0
H -2.7446 0.1586 -3.3931 -0.1 0.0 0.0
H 1.4595 2.7803 -3.8163 0.0 0.0 0.0
H 0.5229 1.3737 -4.3758 0.0 0.0 0.0
H 2.2181 1.1555 -3.8797 -0.1 0.1 -0.1
H 0.2058 -2.2891 -3.9324 -0.2 0.0 0.1
H -1.5152 -2.2548 -3.4262 0.1 0.0 0.1
H -0.2252 -2.4143 -2.2093 -0.1 0.1 -0.1
```
Forces are in eV/Å.

Here is 2 unconnected molecules or ions with the total composition C29H27F3N3O4S2 from OMol25. Energies are from ωB97M-V/def2-TZVPD.

ΔE to the lowest compared entry with this formula, charge and spin ... 0.0000 eV
2S+1 ... 1
Frontier orbital gap ... 5.13 eV
Charge ... -1

Structure (XYZ):
```
68
Properties=species:S:1:pos:R:3:forces:R:3
C 6.0433 -1.1827 1.3124 -0.5 0.0 0.0
N 4.9367 -1.3254 2.2342 1.2 0.1 0.8
C 5.0538 -2.4414 3.1538 -0.2 0.1 -0.2
C 3.6833 -0.7895 1.9332 -1.3 0.1 -0.3
C 3.0080 -1.1339 0.7436 0.2 0.1 0.7
C 1.7172 -0.6837 0.5190 -0.4 0.5 0.1
C 1.0958 0.2097 1.4064 1.4 -0.8 -0.3
C -0.2535 0.7340 1.1735 -0.8 0.2 0.8
C -1.3479 0.2035 1.7905 0.3 -0.2 0.1
C -2.5232 1.0385 2.0464 0.0 1.5 -0.7
O -2.5617 2.2427 1.8067 -0.1 -1.7 0.7
N -3.6307 0.3885 2.6477 -0.2 -0.2 -0.7
C -4.7923 1.2543 2.8116 -0.2 0.1 0.1
C -3.8132 -0.9859 2.5580 0.4 -0.1 0.2
S -5.3031 -1.7473 2.4863 0.5 0.5 0.2
N -2.6407 -1.7232 2.5928 -0.3 0.1 -0.5
C -2.7628 -3.1849 2.6237 -0.1 0.1 0.1
C -1.3662 -1.1838 2.2991 1.4 -0.6 0.5
O -0.3633 -1.8859 2.4269 -1.4 0.7 -0.2
C 1.7984 0.5895 2.5720 -1.0 0.0 -0.4
C 3.0370 0.0555 2.8650 0.6 -0.4 -0.7
H 5.9650 -0.2168 0.7974 0.1 -0.3 0.1
H 6.9787 -1.2097 1.8879 -0.1 0.0 -0.2
H 6.0639 -1.9911 0.5627 0.2 0.1 0.0
H 4.2156 -2.4352 3.8623 0.2 0.0 -0.2
H 5.0679 -3.4117 2.6223 -0.1 0.1 0.1
H 5.9976 -2.3662 3.7096 -0.1 0.0 0.0
H 3.4843 -1.8122 0.0333 -0.1 0.2 0.2
H 1.1461 -1.0455 -0.3364 0.3 0.2 0.2
H -0.3686 1.6464 0.5874 -0.1 0.1 0.4
H -5.5938 0.6445 3.2267 0.1 0.2 -0.1
H -4.5162 2.0573 3.5012 -0.1 -0.1 -0.2
H -5.0960 1.6830 1.8474 0.1 -0.1 0.3
H -1.7875 -3.6087 2.8562 -0.1 0.1 -0.1
H -3.5115 -3.4332 3.3775 0.3 -0.1 -0.1
H -3.1344 -3.5483 1.6571 0.2 0.0 0.2
H 1.3096 1.2799 3.2617 0.2 -0.2 -0.1
H 3.5599 0.2979 3.7916 -0.2 0.0 -0.3
F 3.8202 4.2764 -4.9212 0.6 -0.5 0.7
C 4.1569 3.3045 -4.0108 -0.6 -0.4 0.2
F 4.9531 2.4070 -4.6583 -0.2 0.6 0.3
F 4.9408 3.9007 -3.0512 -0.2 -0.1 -0.8
C 2.9308 2.6604 -3.4163 0.6 0.3 -0.5
C 2.9195 1.3140 -3.0454 -0.3 0.1 0.2
C 1.7728 0.7580 -2.4926 -0.2 0.3 0.0
C 0.5796 1.5280 -2.3145 0.4 0.4 -0.1
C -0.6052 0.9948 -1.7381 -0.3 -0.2 -0.4
S -2.1486 1.5488 -2.2776 0.6 -1.3 0.5
C -3.1479 0.0485 -2.3743 0.1 -0.3 0.2
C -3.5261 -0.5631 -3.5769 0.0 0.1 0.3
C -4.4877 -1.5820 -3.5463 0.2 0.0 0.2
C -5.0117 -2.0242 -2.3248 0.2 0.3 0.0
C -4.5436 -1.4717 -1.1257 -0.1 -0.1 0.0
C -3.6062 -0.4439 -1.1534 -0.1 -0.1 -0.1
O -2.8130 2.3193 -1.2453 -0.2 0.3 -0.3
O -2.0987 2.0440 -3.6340 0.0 0.6 -0.2
C 0.6442 2.9041 -2.7104 0.2 -0.2 0.0
C 1.7979 3.4524 -3.2373 -0.5 -0.3 0.1
H 3.8124 0.7117 -3.1915 -0.1 0.0 0.0
H 1.7560 -0.2949 -2.1971 0.1 0.4 -0.3
H -0.6218 0.0436 -1.2071 -0.1 0.1 -0.5
H -3.0666 -0.2546 -4.5179 -0.3 0.1 0.3
H -4.8329 -2.0258 -4.4837 0.1 0.1 0.3
H -5.7950 -2.7819 -2.3040 0.2 0.1 0.0
H -4.9284 -1.7993 -0.1539 0.1 0.0 -0.5
H -3.2185 0.0053 -0.2307 -0.4 -0.1 -0.4
H -0.2318 3.5399 -2.5858 0.2 -0.2 0.0
H 1.8043 4.5011 -3.5224 0.1 -0.2 0.0
```
Forces are in eV/Å.

Here is a single C29H28Cl2N2O2S molecule from OMol25. Energies are from ωB97M-V/def2-TZVPD.

ΔE to the lowest compared entry with this formula, charge and spin ... 0.0000 eV
2S+1 ... 1
Frontier orbital gap ... 6.95 eV
SMILES ... Cn1cc([C@H](c2cc3c4c(c2)CCCN4CCC3)[C@@H](Cl)S(=O)(=O)c2ccc(Cl)cc2)c2ccccc21
Charge ... 0

Structure (XYZ):
```
64
Properties=species:S:1:pos:R:3:forces:R:3
C 1.2955 -4.7064 3.1403 -0.2 0.2 -0.5
N 1.0090 -3.3404 2.7251 0.2 0.1 -0.5
C 1.1385 -2.9210 1.4316 -0.2 1.0 -0.2
C 0.7570 -1.5811 1.2693 0.8 -2.2 -0.1
C 0.7012 -0.9388 -0.0884 0.7 0.7 -1.5
C 0.0250 0.4685 0.0392 -0.5 -0.1 -0.5
C -1.2574 0.6793 0.6097 0.5 -0.3 -0.4
C -1.7534 1.9581 0.9189 0.7 -0.6 -0.9
C -0.9993 3.1039 0.5643 0.4 -1.3 0.2
C 0.2859 2.9161 0.0162 -0.4 -0.8 -0.2
C 0.7670 1.6259 -0.2565 -0.3 -0.1 0.1
C 1.1087 4.0934 -0.3758 0.4 0.8 -0.4
C 0.6452 5.4132 0.2471 0.0 -0.2 0.1
C -0.8712 5.4806 0.1467 0.3 0.3 -0.3
N -1.4873 4.3628 0.8010 -0.1 0.7 0.6
C -2.9052 4.5384 1.0163 0.0 -0.3 -0.2
C -3.4034 3.5228 2.0289 0.1 0.1 0.0
C -3.1092 2.1037 1.5167 -1.1 0.4 0.3
C 0.6072 -2.0853 -1.3213 -0.9 -0.9 -1.1
Cl -0.3885 -3.4939 -0.9911 -0.7 -0.5 0.0
S 0.1514 -1.6746 -3.1695 -0.6 1.8 -0.5
O 0.7859 -0.3772 -3.2739 0.2 -0.2 -0.3
O -1.2780 -1.8133 -3.2823 0.3 -0.2 -0.1
C 0.8445 -2.6670 -4.7050 0.2 -0.6 1.6
C 2.0354 -2.2738 -5.3268 -0.3 -0.3 -0.3
C 2.6379 -3.1088 -6.2827 -0.8 -0.2 0.3
C 2.0949 -4.3722 -6.5464 -0.9 0.3 1.0
Cl 2.9934 -5.5274 -7.4628 -0.1 0.1 -0.2
C 0.8397 -4.7378 -6.0081 0.2 1.1 0.3
C 0.2051 -3.8585 -5.0842 0.3 -0.4 -0.8
C 0.4581 -1.1087 2.6095 -0.5 -1.3 0.7
C 0.1201 0.0907 3.2318 0.0 0.5 1.2
C -0.1782 0.1285 4.6164 0.3 -0.4 -0.6
C -0.1729 -1.0476 5.3919 0.1 -0.6 -0.1
C 0.2363 -2.2807 4.8146 -0.7 1.0 1.2
C 0.5347 -2.2803 3.4726 0.6 0.5 -0.9
H 0.7919 -4.9064 4.0680 -0.2 -0.2 0.4
H 0.9264 -5.3885 2.3748 -0.2 0.0 0.1
H 2.3543 -4.9335 3.2416 0.2 0.4 0.2
H 1.4558 -3.6372 0.6709 -0.1 0.4 0.5
H 1.6928 -0.7801 -0.5110 0.5 1.2 1.0
H -1.8832 -0.2089 0.8044 0.3 0.6 0.1
H 1.7499 1.5549 -0.7436 -0.4 -0.1 0.3
H 1.0484 4.2478 -1.4599 0.0 -0.2 0.0
H 2.1591 3.9049 -0.1571 0.1 0.0 0.0
H 1.0795 6.2496 -0.3144 0.0 -0.1 0.3
H 0.9533 5.4843 1.3024 -0.1 0.0 -0.3
H -1.1801 5.5004 -0.9183 0.1 0.2 0.2
H -1.2372 6.3896 0.6349 0.0 -0.1 -0.2
H -3.0653 5.5702 1.3600 -0.1 -0.3 -0.1
H -3.4167 4.3894 0.0449 -0.2 0.2 0.3
H -2.8967 3.7155 2.9876 -0.2 -0.1 -0.2
H -4.4857 3.6736 2.1457 0.3 -0.2 0.2
H -3.8890 1.9126 0.7651 0.2 -0.3 0.0
H -3.2696 1.3789 2.3223 0.1 0.0 -0.1
H 1.5843 -2.5056 -1.5918 0.2 0.4 1.0
H 2.4482 -1.2884 -5.1585 0.1 -0.1 0.3
H 3.5009 -2.7901 -6.8434 0.2 0.1 0.2
H 0.3580 -5.6614 -6.3417 0.2 0.3 0.3
H -0.8222 -4.0779 -4.7686 0.6 0.0 0.3
H 0.1510 1.0294 2.6980 -0.1 0.0 -0.1
H -0.3692 1.0913 5.1109 -0.1 -0.5 -0.4
H -0.5115 -0.9940 6.4476 0.5 -0.1 -0.8
H 0.2989 -3.2116 5.3959 -0.1 0.6 -0.2
```
Forces are in eV/Å.